1.
This record from the Open Molecules 2025 dataset describes a single CHNS4 molecule at a distorted geometry. The level of theory is wB97M-V/def2-TZVPD.

The geometry in XYZ format:
```
7
Properties=species:S:1:pos:R:3:mulliken_charge:R:1
S -2.333 -0.364 -0.286 -0.23
C -0.802 -0.107 -0.121 0.38
S 0.025 1.722 -1.086 -0.28
N 0.144 -0.226 0.775 0.05
S 1.786 -0.660 0.761 0.01
S 0.177 -1.618 1.861 -0.05
H 1.004 1.252 -1.904 0.12
```

Properties
structure (SMILES) = S=C(S)n1ss1
HOMO-LUMO gap = 7.18 eV
maximum force = 0.0870 hartree/bohr

***

2.
This record from the Open Molecules 2025 dataset describes 2 unconnected molecules or ions with the total composition CHO3PS2 at a distorted geometry. The level of theory is wB97M-V/def2-TZVPD.

The geometry in XYZ format:
```
8
Properties=species:S:1:pos:R:3:mulliken_charge:R:1
C 1.317 1.493 -0.553 0.74
O 0.428 0.910 -0.987 -0.35
O 2.061 2.243 -0.063 -0.36
O -1.358 -0.146 0.833 -0.37
P -0.384 -1.231 0.290 0.66
S 1.149 -1.220 1.486 -0.33
S -1.071 -1.989 -1.390 -0.31
H -2.141 -0.059 0.384 0.32
```

Properties
HOMO-LUMO gap = 8.92 eV
maximum force = 0.0724 hartree/bohr

***

no.,HOMO (hartree)
1,-0.32969
2,-0.35670